One molecule with the formula C3H8N2O. Source: the OMol25 dataset; level of theory: ωB97M-V/def2-TZVPD.

```
14
C3H8N2O | the OMol25 dataset | ωB97M-V/def2-TZVPD
O 1.1120 -1.4526 -0.9263
N 2.0836 0.2461 0.2428
N -0.2271 0.0100 0.2990
C -0.6691 1.2508 -0.3439
C 1.0069 -0.4857 -0.1972
C -1.2696 -1.0090 0.3181
H -2.1392 -0.5846 0.8328
H 0.1773 1.9320 -0.4594
H -1.0927 1.0625 -1.3440
H 1.9592 0.7240 1.1202
H 2.9875 -0.1748 0.0774
H -1.4429 1.7252 0.2704
H -0.9154 -1.8886 0.8678
H -1.5644 -1.3333 -0.6902
```

Calculated values
DFT total energy: -303.87436 a.u.
Energy relative to the best compared isomer or geometry (same formula, charge and spin): 11.2 kcal per mole
LUMO energy: 0.96 eV
Structure (SMILES): CN(C)C(N)=O
Multiplicity: 1
Gap between HOMO and LUMO: 10.17 eV